(1)
Below is a structure of composition C8H15F6N3O12S2V in a non-equilibrium geometry, with properties calculated with ωB97M-V with the def2-TZVPD basis set.

## Properties
Highest occupied orbital energy (spin up / spin down): -7.1 / -7.1 eV
Maximum force: 0.2580 Eh/bohr
ΔE to the lowest compared entry with this formula, charge and spin: 2.817 eV
Multiplicity: 3
Net charge: -1
Expectation value of S²: 2.03

Cartesian coordinates (Å):
C: 2.23202 -2.31001 2.05893
O: -3.73703 2.95523 0.25759
H: 2.19954 -3.24833 1.50521
H: -1.57466 -1.11272 1.45886
H: -1.01681 -0.30571 3.77082
C: -4.33394 0.83543 1.99169
F: 3.09436 2.72754 -4.45618
C: 2.31205 2.72528 -3.40083
C: 0.12373 -2.39388 -0.08104
C: -0.55370 -1.21182 1.82754
O: 0.08172 2.87962 0.01097
F: -3.66548 1.31608 3.05827
F: 1.14858 3.38563 -3.73242
O: -1.64950 0.12101 -3.92435
O: 1.10567 0.65367 -1.78619
N: 0.38129 -1.08931 0.68655
O: 1.17151 1.79344 0.92604
H: 2.52404 -1.05809 0.38672
O: -2.17521 1.20454 0.40379
O: -4.31869 0.78257 -0.72517
H: 1.02326 -3.62006 -1.78224
S: -3.59505 1.51297 0.33480
O: 3.18150 0.09838 -2.96972
H: 0.97567 -1.92520 -2.02543
N: 1.09456 2.94531 0.59530
H: 2.14217 -2.67324 -0.89180
H: 0.19612 -3.29300 0.53086
F: -4.15777 -0.48066 2.02958
N: -1.67195 0.34124 -2.70104
H: 1.56642 -2.40458 2.91692
O: 1.09555 0.48431 -4.19994
V: -0.36373 0.72844 -0.32281
O: 1.93212 3.82430 0.48868
C: 1.11137 -2.67512 -1.24613
H: 2.07231 -0.21867 1.81954
O: -1.40436 1.44564 -2.16092
H: 0.61905 -0.31452 3.49574
F: 2.88302 3.26621 -2.37024
C: -0.31427 -0.20384 2.94369
C: 1.79411 -1.06843 1.19615
F: -5.65220 1.12273 2.09192
H: -0.50354 -2.16201 2.35926
S: 1.94606 0.82472 -3.01908
H: -0.23806 0.84489 2.65656
O: -1.47122 -0.47440 -1.87251
H: 3.25990 -2.17065 2.39380
H: -0.87049 -2.40493 -0.52772

Forces on atoms 1 to 3 (eV/Å):
C -0.94 0.43 -0.53
O -0.52 -1.10 1.14
H -0.02 0.03 -0.06

Mulliken atomic charge list, values in e, 2 entries: atom 1 (C): -1.382, atom 2 (O): -0.662

(2)
Below is a structure of composition C8H15F6N4O15S2V in a non-equilibrium geometry, with properties calculated with ωB97M-V with the def2-TZVPD basis set.

## Properties
Highest occupied orbital energy (spin up / spin down): -3.3 / -3.3 eV
Maximum force: 0.0743 Eh/bohr
ΔE to the lowest compared entry with this formula, charge and spin: 0.000 eV
Multiplicity: 3
Net charge: -2
Expectation value of S²: 2.01

Cartesian coordinates (Å):
H: 0.33190 2.51212 -2.40540
H: -2.30373 1.59733 -1.93523
N: -2.05259 0.19939 3.15212
O: -4.35364 0.67091 -0.91344
H: -0.80115 3.37349 0.05415
C: 0.45533 -3.88750 -2.20790
O: -0.74495 -2.47235 1.10759
O: -1.06523 -4.60918 1.20461
H: -0.08256 0.82562 -2.41543
F: 1.62303 -3.59093 -2.79470
O: -4.50821 -1.17983 0.21786
H: 1.67530 2.96896 2.21388
F: 5.00188 -0.59480 2.28797
O: -2.59078 -0.23843 -0.02367
F: 3.73509 1.15137 1.93398
C: 0.53902 1.56597 -1.90166
N: 0.07286 1.47954 -0.50628
O: 1.41021 -0.75738 1.05968
H: -0.03901 2.98834 1.95323
O: -2.65143 -3.25585 1.75425
C: 1.96691 1.10760 -2.23468
O: -0.09712 -1.41086 -1.35132
O: -2.95431 -0.60135 3.23224
H: 2.14878 1.09758 -3.30551
C: 0.84216 2.37315 1.82045
H: 1.35112 3.03915 -0.09982
H: -1.73173 3.29070 -2.25251
H: -3.04065 2.82477 -1.10471
V: -0.43170 -0.50659 0.39369
C: 1.17336 2.05406 0.36133
C: -1.09275 2.38935 -0.32685
C: 3.96504 -0.12189 1.63308
O: -1.21505 0.12364 2.18432
H: -1.72066 2.04550 0.49649
H: 0.89412 1.47839 2.43925
F: 4.15047 -0.17632 0.30446
O: 2.06560 -0.78659 3.35183
O: 2.88624 -2.54912 1.82115
N: -1.51380 -3.47730 1.38332
O: -0.65230 -1.94635 -3.61281
F: -0.11186 -4.94131 -2.79060
C: -2.05919 2.57065 -1.50555
H: 2.05980 0.06563 -1.90712
N: -3.86136 -0.27310 -0.28131
O: -1.94350 1.16895 3.92201
H: 2.08276 1.47875 0.25265
S: -0.73401 -2.42150 -2.25375
H: 2.74461 1.61813 -1.66663
F: 0.73028 -4.18970 -0.94712
S: 2.46447 -1.19457 2.02472
O: -2.01706 -2.87623 -1.81629

Forces on atoms 1 to 3 (eV/Å):
H 0.02 0.35 0.64
H 0.31 0.10 -0.28
N -1.13 0.71 0.17

Mulliken atomic charge list, values in e, 2 entries: atom 1 (H): 0.423, atom 2 (H): 0.273

(3)
Below is a cluster of 2 separate species, C8H15FNO2S in total in a non-equilibrium geometry, with properties calculated with ωB97M-V with the def2-TZVPD basis set.

## Properties
Highest occupied orbital energy: -2.6 eV
Maximum force: 0.0967 Eh/bohr
ΔE to the lowest compared entry with this formula, charge and spin: 2.746 eV
Multiplicity: 1
Net charge: -1

Cartesian coordinates (Å):
H: -0.67984 1.42191 1.12180
H: -0.75248 -0.08462 -1.39522
H: 1.86819 0.27013 1.15818
H: 2.16064 -1.74257 1.49618
H: -3.09427 -1.09861 -0.56730
H: -2.29236 -0.53609 1.16154
H: 0.74869 -3.07229 1.47891
H: 2.24782 -3.19363 0.48941
H: -1.96932 2.01577 -1.59979
S: 3.34935 1.20430 -0.01163
H: -4.04181 1.16484 -0.62718
C: -2.46668 -0.31342 0.03480
H: -2.27578 2.99609 -0.11202
F: 0.55320 -2.07591 -1.40881
O: 2.34110 2.00483 -0.71565
C: 3.06240 -0.36122 -0.78771
C: -3.11853 1.01850 0.00672
H: 0.13274 1.85392 -0.47459
C: 0.64273 -1.76360 -0.05362
C: 1.58552 -2.54381 0.97706
H: 3.65870 -1.26595 -0.38934
N: -0.09544 -0.82602 0.48383
H: 3.11697 -0.44646 -1.86479
H: -3.61170 1.38177 0.96997
C: -2.03002 1.97402 -0.54037
C: -0.70976 1.39103 -0.00871
C: -0.95952 -0.07311 -0.33783
O: 2.62945 0.70019 1.51614

Forces on atoms 1 to 3 (eV/Å):
H 0.19 0.46 -1.09
H -0.03 -0.91 -0.64
H -1.38 -0.81 -0.40

Mulliken atomic charge list, values in e, 2 entries: atom 1 (H): 0.282, atom 2 (H): 0.416

(4)
Below is a structure of composition C8H15IrN2O2 in a non-equilibrium geometry, with properties calculated with ωB97M-V with the def2-TZVPD basis set.

## Properties
Highest occupied orbital energy (spin up / spin down): -7.9 / -12.0 eV
Maximum force: 0.1301 Eh/bohr
ΔE to the lowest compared entry with this formula, charge and spin: 2.268 eV
Multiplicity: 6
Net charge: +1
Expectation value of S²: 8.78

Cartesian coordinates (Å):
N: 0.75411 -0.52300 -2.01833
C: -1.23678 -1.88988 4.55582
C: -2.38663 -0.52448 6.20974
H: 1.28403 0.48094 1.48959
C: -1.62440 -0.98333 3.55725
H: -2.64508 -0.31907 7.24781
H: -2.86157 0.68044 3.04169
O: -1.16231 0.00396 1.49198
H: 0.24396 -0.63614 -2.89998
H: -1.87782 0.57125 -2.51548
H: -2.83173 0.77769 -1.02668
H: 2.18168 -0.19378 0.26553
H: -0.65361 -2.77908 4.28826
C: -2.85562 0.30957 5.17811
H: -0.42136 1.51885 -0.91690
C: -1.90704 0.30370 -1.46854
H: 1.15034 -1.43910 -1.78940
C: -1.04294 -1.08578 2.18756
H: 1.54283 0.13461 -2.23337
C: -1.58588 -1.64479 5.88806
Ir: -0.41713 0.03382 -0.48361
H: -1.23620 -2.30556 6.68485
H: -3.48976 1.15531 5.41084
H: -2.06783 -0.87359 -1.34700
H: 1.12090 -1.18508 1.15956
C: -2.49115 0.05868 3.86053
N: 1.31025 -0.22780 0.77834
O: -0.42477 -2.09814 1.81615

Forces on atoms 1 to 3 (eV/Å):
N 2.71 -0.98 -2.64
C 0.62 -2.44 4.26
C 0.94 -1.51 2.28

Mulliken atomic charge list, values in e, 2 entries: atom 1 (N): -0.798, atom 2 (C): -0.482

(5)
Below is the molecule C8H15N in a non-equilibrium geometry, with properties calculated with ωB97M-V with the def2-TZVPD basis set.

## Properties
Highest occupied orbital energy: -9.1 eV
Maximum force: 0.1410 Eh/bohr
SMILES: CC[C@@H]1C[C@]1(C)N1CC1
ΔE to the lowest compared entry with this formula, charge and spin: 7.289 eV
Multiplicity: 1

Cartesian coordinates (Å):
C: -2.15610 -0.21708 -0.60521
H: -2.62157 -2.45370 -0.13740
H: 2.58620 -1.46270 -1.88159
H: 3.03709 0.01363 -0.66810
H: 1.54987 -2.41973 0.74563
C: -1.13473 0.83582 -0.20031
H: -2.12617 -0.58176 -1.84155
H: -2.68294 -1.10642 1.32723
H: -1.14266 -1.67898 0.74824
C: 1.70444 -1.33976 0.42563
H: -3.20141 0.40949 -0.54454
C: -0.23546 1.64502 -0.95282
H: 0.54453 0.84623 2.16105
H: -1.19468 1.34026 0.82963
H: 0.91731 2.57569 1.18398
H: 2.08632 1.48825 0.95686
C: 1.00636 1.29011 1.03289
C: -2.24611 -1.42230 0.41303
H: -0.03697 1.33439 -2.03687
H: 2.04483 -0.88811 1.42056
H: -0.28543 2.55646 -0.58042
C: 2.25801 -0.78928 -0.99471
C: 0.36890 0.67279 -0.12347
N: 0.96037 -0.64830 -0.67775

Forces on atoms 1 to 3 (eV/Å):
C -2.58 0.48 -1.98
H 0.44 2.84 1.82
H -0.73 1.18 1.69

Mulliken atomic charge list, values in e, 2 entries: atom 1 (C): -0.540, atom 2 (H): 0.253

(6)
Below is the ion C8H15N2 with charge +1 in a non-equilibrium geometry, with properties calculated with ωB97M-V with the def2-TZVPD basis set.

## Properties
Highest occupied orbital energy (spin up / spin down): -11.0 / -11.0 eV
Maximum force: 0.0950 Eh/bohr
ΔE to the lowest compared entry with this formula, charge and spin: 4.804 eV
Multiplicity: 1
Net charge: +1

Cartesian coordinates (Å):
C: -1.23786 0.49876 -0.10728
H: -0.66755 3.52664 -0.71311
H: 2.95407 0.97893 -0.38347
C: 1.02333 1.38412 -0.13664
C: -2.28098 -1.28351 1.22342
H: -2.17293 -2.46802 1.22276
C: -2.47048 -1.20337 -1.34412
H: 4.22454 -1.39640 1.04381
C: 2.27131 -0.82573 0.08895
H: -1.97408 2.71220 0.19921
N: -0.31294 1.42144 -0.05810
C: -1.91200 -0.61486 -0.07151
H: 4.24859 -0.52590 -0.47083
H: -3.55777 -1.18222 -1.22292
H: -0.53793 3.19766 1.00694
H: -2.07450 -2.22428 -1.53117
C: -0.86865 2.77236 0.12930
H: -1.57904 -0.81309 2.01264
H: -3.33341 -1.07215 1.60647
H: 1.28374 2.36531 -0.43923
H: 1.52911 -1.52472 0.47069
N: 2.07158 0.41759 -0.15617
H: 3.90958 -2.28236 -0.23234
H: -2.20789 -0.53562 -2.18581
C: 3.67217 -1.32276 0.04850

Forces on atoms 1 to 3 (eV/Å):
C 2.33 0.42 0.17
H 0.12 -1.55 0.92
H -1.53 -1.19 0.31

Mulliken atomic charge list, values in e, 2 entries: atom 1 (C): -0.089, atom 2 (H): 0.332

What is the maximum force in the fifth record?
0.1410 Eh/bohr

Among the records above, which one has the lowest maximum force?
C8H15F6N4O15S2V